This record from the OMol25 dataset describes a gas-phase ion, C22H44N3O (charge +1) in a non-equilibrium geometry. The level of theory is the ωB97M-V functional and the def2-TZVPD basis.

## Properties
Highest occupied orbital energy (eV): -11.621
Energy relative to the best compared isomer or geometry (same formula, charge and spin) (kJ/mol): 1056.71
SMILES: [H]/N=C(/C)C[C@H]1C[C@@H]([C@H](C)CCC)[C@H](C[C@H](O)CN)[C@H](CCCC)[N@@H+]1C=C
Strongest force on any atom (eV/Å): 5.6

ORCA input file:
```
! wB97M-V def2-TZVPD RIJCOSX def2/J DEFGRID3
* xyz 1 1
O -1.71 2.81 -3.62
N -4.56 -1.16 2.19
N 1.91 2.78 -3.46
N -0.62 -1.07 1.10
C -1.11 -2.39 1.69
C 2.08 1.14 0.79
C 0.44 -3.46 -2.66
C -0.52 2.39 -2.80
C 0.66 1.98 -3.87
C -0.64 1.55 1.21
C 3.74 1.12 3.00
C 0.26 -4.62 -3.82
C -1.40 -1.94 -1.30
C 0.62 1.44 0.16
C -4.94 1.18 3.21
C -3.93 -0.04 2.68
C -2.27 0.14 2.81
C 2.87 -0.19 0.23
C -0.64 -2.22 -2.76
C 2.17 1.06 2.44
C -0.45 -3.06 2.88
C -1.49 0.12 1.38
C -0.32 -1.12 -0.39
C 4.51 2.53 2.65
C 0.11 0.37 -1.02
C -1.07 1.09 -1.90
H 3.62 1.05 4.19
H 0.97 0.13 -1.80
H 4.36 0.16 2.71
H -0.26 3.32 -2.13
H 0.32 -0.92 1.57
H 0.89 0.81 -3.91
H 0.69 -1.76 -0.47
H 5.46 2.67 3.35
H -0.66 -5.29 -3.55
H -0.08 -4.18 2.70
H 1.25 -5.28 -3.77
H -1.69 -3.00 -0.92
H 3.76 3.40 2.87
H 1.83 3.78 -3.79
H -0.40 2.06 2.23
H 1.96 2.87 -2.40
H 0.34 2.37 -4.93
H -2.03 -2.98 1.24
H -2.40 -1.34 -1.49
H 0.17 -4.06 -4.85
H 4.81 2.61 1.51
H -2.33 0.13 0.53
H -4.28 2.02 3.70
H 2.79 2.05 0.50
H 2.36 -1.13 0.77
H 1.71 0.09 2.90
H -1.59 3.79 -3.89
H 1.52 -3.01 -2.67
H -2.15 1.25 3.24
H 0.68 2.53 -0.33
H 0.32 -3.99 -1.60
H -1.42 2.28 0.68
H 1.64 1.99 2.97
H -3.83 -1.84 1.90
H 2.92 -0.29 -0.94
H -1.81 -0.55 3.65
H -1.52 -2.61 -3.47
H 4.01 -0.23 0.59
H -1.56 0.40 -2.73
H -5.51 1.54 2.24
H -2.01 1.46 -1.25
H -0.23 -1.25 -3.26
H -0.36 -2.56 3.94
H -5.73 0.71 3.95
*
```


This record from the OMol25 dataset describes a molecular structure, C22H44N3OP2Pb in a non-equilibrium geometry. The level of theory is the ωB97M-V functional and the def2-TZVPD basis.

## Properties
Highest occupied orbital energy (spin up / spin down) (eV): -16.700 / -16.703
Energy relative to the best compared isomer or geometry (same formula, charge and spin) (kJ/mol): 87.73
Strongest force on any atom (eV/Å): 5.1

ORCA input file:
```
! wB97M-V def2-TZVPD RIJCOSX def2/J DEFGRID3
* xyz 3 1
Pb 0.52 -0.53 0.50
P 1.83 0.68 -1.69
P -2.16 -0.51 1.21
O 2.81 -2.49 3.06
N 1.40 5.58 3.63
N -1.25 0.77 -1.45
N 0.58 2.21 1.29
C 4.09 2.33 -2.18
C 0.71 1.73 -2.70
C 3.62 -1.42 -2.22
C -2.34 -3.31 1.12
C -0.14 3.36 1.13
C 2.50 -0.59 -2.86
C 4.04 1.05 0.02
C 3.21 1.75 -1.06
C -4.54 -1.98 0.98
C -3.00 0.84 0.27
C 0.10 4.50 1.88
C -3.04 -2.04 0.63
C -2.70 0.76 -1.25
C -2.82 -1.43 3.80
C 1.85 3.29 3.02
C -0.74 1.86 -2.23
C -2.67 -0.16 2.96
C -1.68 0.82 3.60
C 1.54 2.20 2.23
C 2.90 -0.02 -4.23
C 1.11 4.48 2.85
C 2.15 -2.00 2.25
H -3.19 -0.09 -1.72
H -1.26 -3.19 1.27
H -3.70 -2.02 3.52
H 2.05 -0.07 -4.92
H -0.80 2.78 -1.55
H -2.97 -1.12 4.85
H -2.46 -4.09 0.35
H -0.51 5.39 1.71
H 3.45 0.36 0.64
H 3.33 -1.84 -1.24
H -4.83 -2.87 1.56
H 1.63 -1.26 -2.99
H 4.54 -0.83 -2.12
H -0.88 -0.48 -1.84
H 3.70 -0.63 -4.65
H -0.65 0.43 3.56
H -0.92 3.34 0.37
H 4.44 1.82 0.69
H 2.11 5.57 4.30
H 0.87 6.44 3.50
H -2.64 1.80 0.67
H -0.57 -1.21 -1.81
H 1.16 2.73 -2.74
H 2.65 2.59 -0.60
H -2.91 -1.99 -0.47
H 0.72 1.32 -3.74
H 4.67 1.55 -2.69
H -3.65 0.32 2.85
H 4.89 0.51 -0.41
H 3.26 1.02 -4.21
H -3.17 1.70 -1.72
H 3.52 2.91 -2.92
H -5.14 -2.01 0.05
H -4.86 -1.09 1.54
H -1.96 0.95 4.65
H 2.65 3.21 3.77
H -1.39 2.11 -3.12
H 2.09 1.26 2.36
H -2.80 -3.68 2.04
H -4.11 0.78 0.43
H -1.70 1.80 3.12
H 4.81 3.02 -1.71
H -1.93 -2.06 3.76
H 3.83 -2.27 -2.88
*
```


This record from the OMol25 dataset describes a molecular structure, C22H44N3OP3PtS in a non-equilibrium geometry. The level of theory is the ωB97M-V functional and the def2-TZVPD basis.

## Properties
Highest occupied orbital energy (spin up / spin down) (eV): -18.508 / -19.564
Energy relative to the best compared isomer or geometry (same formula, charge and spin) (kJ/mol): 193.70
Strongest force on any atom (eV/Å): 2.9

ORCA input file:
```
! wB97M-V def2-TZVPD RIJCOSX def2/J DEFGRID3
* xyz 4 5
Pt 0.25 1.37 -1.36
S -1.12 -0.36 -2.67
P 2.16 1.17 0.72
P -1.72 1.48 0.01
P 1.21 2.10 -3.22
O -2.07 -2.29 3.00
N -0.88 -0.63 4.06
N -1.22 -2.82 5.01
N -0.27 1.10 5.42
C -1.42 -2.59 -6.00
C 0.81 -3.09 0.19
C -0.43 -2.93 0.62
C -0.72 -1.55 -3.89
C -1.84 1.42 1.83
C -0.24 2.35 -4.31
C -1.84 3.24 -0.40
C 0.39 -2.44 -3.84
C -0.52 -0.23 5.28
C -1.66 -1.68 -4.96
C -1.42 -1.89 3.96
C 0.56 -3.39 -4.86
C 3.93 1.07 0.49
C -0.39 -1.10 6.39
C 1.76 3.71 -2.49
C 2.59 1.28 -4.05
C -0.29 -3.42 -5.96
C 1.74 0.04 2.06
C -3.36 0.80 -0.38
C -0.75 -2.41 6.20
C -1.68 -4.19 4.80
C 1.73 2.83 1.24
H -3.62 0.94 -1.42
H 1.36 -4.08 -4.81
H -0.57 1.75 4.68
H -2.80 3.65 -0.10
H -1.69 3.36 -1.48
H 2.78 1.84 -4.98
H 2.57 3.17 1.86
H 0.87 0.30 2.66
H -0.11 -4.09 -6.80
H 3.50 1.26 -3.42
H 4.45 1.32 1.42
H 4.27 0.08 0.18
H 2.37 0.22 -4.29
H 1.69 -2.72 0.75
H -1.49 -4.47 3.77
H -1.56 0.45 2.26
H 1.79 0.98 -0.90
H 1.62 -0.99 1.73
H 0.13 2.50 -5.33
H -0.01 -0.70 7.32
H -3.39 -0.27 -0.16
H 2.10 4.38 -3.28
H 1.06 -2.42 -2.99
H 1.62 3.53 0.41
H -1.03 3.79 0.08
H 0.83 2.88 1.87
H -2.57 -1.08 -4.95
H -2.13 -2.63 -6.84
H -0.64 -2.58 1.64
H 2.57 3.52 -1.76
H -0.93 1.48 -4.33
H -2.86 1.62 2.17
H 4.25 1.80 -0.27
H -1.20 2.18 2.27
H -0.87 3.18 -3.92
H -0.69 -3.16 6.99
H -0.18 1.49 6.35
H -1.13 -4.85 5.50
H 2.60 0.09 2.76
H -2.75 -4.25 5.01
H -1.30 -2.71 0.02
H 0.96 4.18 -1.89
H -4.12 1.30 0.25
H 0.94 -3.18 -0.91
*
```


This record from the OMol25 dataset describes a gas-phase ion, C22H44N5O12 (charge +1). The level of theory is the ωB97M-V functional and the def2-TZVPD basis.

## Properties
Highest occupied orbital energy (eV): -11.798
Energy relative to the best compared isomer or geometry (same formula, charge and spin) (kJ/mol): 42.43
SMILES: CN[C@@H]1[C@@H](O)[C@@H](O[C@@H]2[C@@H](O)[C@H](O[C@H]3O[C@H](C[NH3+])[C@@H](O)[C@H](O)[C@H]3O)[C@@H](N)C[C@H]2NC(=O)[C@@H](O)CN)OC[C@]1(C)O
Strongest force on any atom (eV/Å): 0.9

ORCA input file:
```
! wB97M-V def2-TZVPD RIJCOSX def2/J DEFGRID3
* xyz 1 1
O -4.73 -0.20 -0.42
O 1.32 -1.55 1.68
O -1.45 1.67 3.14
O -0.39 -0.98 -0.78
O 2.32 0.89 -5.09
O 1.07 -2.27 4.33
O -1.06 -0.41 4.95
O 1.82 -3.74 -1.14
O 1.92 0.62 2.25
O -2.47 -1.97 -1.20
O -1.36 1.45 -1.81
O 1.32 2.20 -1.98
N 4.57 -2.33 0.57
N -2.65 1.93 0.54
N -0.14 2.77 0.28
N 1.80 0.11 -2.71
N -0.48 3.18 -4.12
C 1.91 -0.73 2.65
C 0.77 -1.61 -1.28
C 1.88 -0.55 -1.43
C 1.21 -2.75 -0.34
C 1.60 1.42 -2.88
C 0.62 1.14 2.01
C -3.63 -0.47 0.42
C 1.67 1.88 -4.33
C -3.01 -1.86 0.11
C 0.73 2.56 1.45
C 0.21 2.11 -4.81
C -2.21 0.43 -1.39
C 3.40 -1.53 0.26
C -3.69 2.71 -0.14
C -0.30 -0.37 3.77
C -0.18 1.09 3.31
C -4.06 -0.43 1.89
C -1.56 -0.97 -1.56
C 3.25 -1.18 -1.23
C 2.15 -2.28 0.79
C -2.50 0.55 0.12
C 1.12 -0.93 3.96
H -4.70 -1.27 2.12
H 0.23 2.28 -0.56
H 0.84 -2.80 3.55
H 0.30 -3.14 0.13
H 0.46 3.27 2.23
H -2.23 -2.07 0.85
H 3.33 -2.08 -1.84
H -4.62 0.48 2.08
H -4.64 2.19 -0.17
H -1.95 1.47 3.95
H -2.82 1.94 1.55
H 1.77 2.73 1.17
H 0.38 1.65 4.08
H -0.24 4.08 -4.53
H -0.79 -1.19 5.45
H 2.38 1.18 -6.01
H -1.51 1.65 -2.74
H -1.22 2.44 0.42
H 0.14 0.49 1.26
H 0.57 -2.07 -2.25
H -1.33 -1.16 -2.61
H -0.19 3.20 -3.15
H -3.36 2.91 -1.16
H 4.03 -0.48 -1.52
H -0.34 1.17 -4.67
H 2.08 -0.41 -3.53
H 2.53 -3.17 1.32
H 1.62 -0.39 4.78
H 2.22 2.83 -4.36
H 1.96 -4.54 -0.62
H 4.59 -3.17 -0.01
H 3.50 -0.59 0.81
H 0.22 2.32 -5.89
H -3.77 -2.64 0.15
H 5.42 -1.81 0.39
H -0.80 -0.95 2.98
H 2.96 -1.00 2.82
H -3.16 0.44 -1.93
H 1.71 0.22 -0.67
H -1.62 0.18 0.65
H -0.15 3.76 0.04
H -3.19 -0.46 2.55
H -5.37 -0.91 -0.34
H -3.81 3.66 0.38
*
```